ORCA calculation (the ωB97M-V functional and the def2-TZVPD basis) on a 2-piece molecular cluster, C3H10N2O2 overall.

Each line ends with the Löwdin charge.
Geometry (Å):
1 C -0.526 -1.211 1.433  -0.049
2 N -0.484 0.248 1.218  -0.109
3 C -1.640 0.788 0.446  -0.036
4 H 0.318 -1.505 2.054  0.096
5 H -1.481 -1.509 1.865  0.089
6 H -0.424 -1.659 0.448  0.078
7 H 0.448 0.484 0.564  0.050
8 H -0.399 0.757 2.091  0.151
9 H -2.060 -0.014 -0.148  0.089
10 H -1.265 1.584 -0.189  0.094
11 H -2.380 1.185 1.133  0.084
12 N 2.264 0.074 -2.279  0.128
13 C 1.247 0.049 -1.322  -0.758
14 O 0.255 -0.672 -1.503  -0.028
15 O 1.455 0.760 -0.274  -0.048
16 H 1.973 -0.336 -3.154  0.085
17 H 2.699 0.978 -2.384  0.084

The HOMO energy is -8.95 eV. The energy above the lowest of the compared OMol25 structures with the same formula, charge and spin is 0.482 eV. Its spin multiplicity is 1. As for the largest force on an atom: 0.01234 Eh/bohr.


ORCA calculation (the ωB97M-V functional and the def2-TZVPD basis) on a 2-piece molecular cluster, C3H10N2O2 overall in a non-equilibrium geometry.

Each line ends with the Löwdin charge.
Geometry (Å):
1 C -0.954 -0.438 1.580  -0.088
2 C 0.460 0.527 -0.171  -0.470
3 C 0.357 1.270 -1.469  -0.221
4 H 0.066 -0.600 1.976  0.078
5 H -1.409 -1.423 1.639  0.071
6 H -1.468 0.319 2.159  0.080
7 H -1.579 0.244 -0.313  0.114
8 H 2.339 0.688 0.013  0.036
9 H 1.154 2.099 -1.488  0.151
10 H 0.805 0.613 -2.188  0.116
11 H -1.009 2.566 -1.523  0.098
12 H -0.039 -3.169 0.590  0.011
13 H 0.603 -2.002 0.005  -0.005
14 N -0.776 0.111 0.249  -0.018
15 N 1.532 0.388 0.510  0.128
16 O -0.906 1.688 -1.894  -0.035
17 O 0.822 -2.884 0.325  -0.044

The HOMO energy is -9.09 eV. The energy above the lowest of the compared OMol25 structures with the same formula, charge and spin is 1.839 eV. Its spin multiplicity is 1. Its SMILES is [H]/N=C(\CO)NC.O. As for the largest force on an atom: 0.05645 Eh/bohr.


ORCA calculation (the ωB97M-V functional and the def2-TZVPD basis) on a 3-piece molecular cluster, C3H10N2O2 overall in a non-equilibrium geometry.

Each line ends with the Löwdin charge.
Geometry (Å):
1 C -1.830 -0.389 0.673  -0.214
2 C -0.785 -1.188 -0.073  0.025
3 C 0.493 -0.664 -0.263  -0.098
4 N 1.635 -1.412 -0.618  0.142
5 O -0.548 2.002 0.322  -0.004
6 N -2.557 0.622 -0.200  0.062
7 H -2.550 -1.018 1.202  0.121
8 H -1.209 0.270 1.356  0.120
9 H -0.956 -2.184 -0.551  0.144
10 H 0.739 0.480 -0.229  0.131
11 H 1.481 -2.088 -1.351  0.126
12 H 2.493 -0.848 -0.227  0.036
13 H -2.073 1.510 -0.002  0.027
14 H -2.376 0.353 -1.131  0.053
15 H 0.188 2.630 0.596  0.102
16 H 3.753 0.415 0.741  0.112
17 O 3.010 0.430 0.089  0.115

The HOMO energy (alpha / beta) is -13.28 / -13.43 eV. The energy above the lowest of the compared OMol25 structures with the same formula, charge and spin is 7.771 eV. Its spin multiplicity is 2. Its expectation value of S² is 1.766. As for the largest force on an atom: 0.07936 Eh/bohr. As for the charge: +1.